Entry 1:
Entry from the Open Molecules 2025 dataset: one molecule with the formula C9H15NO2 in a non-equilibrium geometry (the ωB97M-V functional and the def2-TZVPD basis).

Atoms and positions in Å:
C 0.878 -0.712 2.407
C 1.212 0.397 1.426
C 0.350 0.236 0.141
C 1.015 0.915 -1.087
C 1.320 2.494 -1.042
C 0.478 -1.366 -0.220
C -0.850 -1.926 -0.941
C -1.664 -0.802 -1.581
C -1.055 0.764 0.293
H 1.174 -0.535 3.485
H -0.229 -0.871 2.277
H 1.365 -1.730 2.137
H 1.137 1.438 1.807
H 2.209 0.205 1.039
H 1.999 0.603 -1.351
H 0.381 0.768 -1.950
H 2.213 2.773 -0.554
H 1.423 2.790 -2.154
H 0.539 3.077 -0.588
H -1.369 -2.407 -0.163
H -0.790 -2.592 -1.753
H -2.573 -1.297 -2.007
H -1.121 -0.324 -2.443
H -2.918 0.587 -0.585
N -1.970 0.205 -0.569
O 1.401 -2.091 0.150
O -1.371 1.601 1.151

Cartesian forces (eV/Å) of the 2 atoms listed first:
-0.212 -1.651 1.105
0.206 0.141 -0.936

Calculated values
Lowest unoccupied orbital energy (Eh): 0.023
HOMO energy (Eh): -0.34953
SMILES: CCC1(CC)C(=O)CCNC1=O
Relative energy (zero: lowest compared OMol25 entry of this formula, charge and spin) (kcal/mol): 25.98
Gap between HOMO and LUMO (eV): 10.14

Atom charges from the natural (NBO) analysis, given in e for atoms 1 to 4: -0.6235 -0.4072 -0.2521 -0.3876

***

Entry 2:
Entry from the Open Molecules 2025 dataset: a 2-piece molecular cluster, C2H3IN2O2 overall in a non-equilibrium geometry (the ωB97M-V functional and the def2-TZVPD basis).

Atoms and positions in Å:
C -0.203 0.455 -0.509
C 0.298 -0.732 0.136
N 4.082 -1.541 -0.494
N 0.972 -1.720 0.130
O 3.493 -2.418 -0.074
O -0.341 0.298 0.893
I 3.807 0.525 0.095
H 0.526 1.331 -0.754
H -1.121 0.318 -0.993
H 0.917 -2.181 1.018

Cartesian forces (eV/Å) of the 2 atoms listed first:
2.720 1.355 -0.732
-2.182 6.188 -0.427

Calculated values
Lowest unoccupied orbital energy (Eh): -0.029
HOMO energy (Eh): -0.33701
SMILES: [H]/N=C1/CO1.O=NI
Relative energy (zero: lowest compared OMol25 entry of this formula, charge and spin) (kcal/mol): 117.24
Gap between HOMO and LUMO (eV): 8.37

Atom charges from the natural (NBO) analysis, given in e for atoms 1 to 4: -0.1633 0.5597 0.1693 -0.6605

***

Entry 3:
Entry from the Open Molecules 2025 dataset: C26H66Cl2CuO26P5 as an isolated structure in a non-equilibrium geometry (the ωB97M-V functional and the def2-TZVPD basis).

Atoms and positions in Å:
Cu -2.826 1.563 1.838
C 1.002 0.285 0.492
C -0.387 0.777 0.950
O -1.112 0.045 1.582
O -0.714 1.951 0.756
H 1.253 0.841 -0.411
H 1.010 -0.782 0.266
H 1.628 0.613 1.321
C 2.656 3.286 0.170
Cl 2.943 4.089 1.751
Cl 3.310 4.186 -1.216
H 3.092 2.290 0.247
H 1.574 3.220 0.055
C -4.157 2.056 -2.461
O -4.071 0.628 -2.480
P -4.010 -0.176 -1.093
O -3.647 0.663 0.117
O -5.446 -0.941 -1.045
C -5.930 -1.472 0.187
O -2.994 -1.347 -1.558
C -1.656 -1.073 -1.953
H -3.305 2.554 -2.924
H -4.274 2.454 -1.453
H -5.087 2.313 -2.969
H -5.381 -1.250 1.102
H -6.028 -2.558 0.172
H -6.878 -0.984 0.411
H -1.016 -1.739 -1.375
H -1.381 -0.044 -1.722
H -1.518 -1.290 -3.013
C -3.411 -7.492 1.686
O -2.388 -6.530 1.904
P -1.721 -5.853 0.645
O -2.653 -5.552 -0.477
O -0.924 -4.537 1.270
C -1.474 -3.167 1.186
O -0.467 -6.800 0.290
C 0.260 -7.436 1.270
H -3.124 -8.537 1.798
H -3.820 -7.474 0.676
H -4.257 -7.333 2.355
H -0.821 -2.489 0.637
H -1.388 -2.891 2.237
H -2.516 -3.112 0.869
H 0.748 -6.659 1.859
H 1.097 -7.983 0.834
H -0.279 -7.952 2.064
C 1.510 0.894 4.197
O 1.681 0.708 5.589
P 1.182 -0.694 6.299
O 1.892 -1.923 5.958
O 1.237 -0.312 7.866
C 0.984 1.031 8.309
O -0.405 -0.702 6.037
C -1.044 -1.275 4.887
H 0.675 1.572 4.017
H 1.333 0.012 3.582
H 2.397 1.387 3.800
H 1.079 1.804 7.546
H 1.757 1.422 8.970
H -0.037 1.074 8.688
H -0.343 -1.598 4.117
H -1.608 -0.433 4.486
H -1.723 -2.038 5.267
C -4.740 5.699 2.623
O -4.177 6.061 1.360
P -3.817 4.801 0.402
O -3.096 3.632 1.053
O -5.237 4.429 -0.344
C -5.946 5.473 -0.910
O -2.960 5.448 -0.853
C -1.773 6.142 -0.734
H -4.070 5.004 3.130
H -5.632 5.095 2.456
H -4.941 6.583 3.228
H -5.302 6.109 -1.517
H -6.502 6.098 -0.213
H -6.647 4.944 -1.555
H -1.210 5.959 0.181
H -1.988 7.204 -0.854
H -1.073 5.890 -1.531
C 2.328 1.114 -3.555
O 1.724 2.039 -4.424
P 0.143 2.065 -4.813
O -0.443 0.714 -4.941
O 0.116 2.920 -6.225
C 0.186 2.273 -7.479
O -0.617 3.028 -3.707
C -0.390 3.040 -2.318
H 1.544 0.480 -3.144
H 2.926 1.583 -2.774
H 3.051 0.459 -4.041
H 0.702 3.021 -8.081
H -0.828 2.138 -7.856
H 0.687 1.305 -7.464
H -1.313 2.952 -1.745
H 0.206 3.919 -2.073
H 0.215 2.219 -1.932
O 4.649 0.979 -1.241
C 5.411 0.062 -1.379
O 5.535 -0.961 -0.561
C 4.872 -0.986 0.728
C 5.725 -0.252 1.818
C 6.440 0.049 -2.492
H 4.861 -2.041 0.999
H 3.846 -0.619 0.734
H 5.195 -0.167 2.767
H 6.072 0.701 1.418
H 6.534 -0.960 1.997
H 6.095 -0.469 -3.387
H 7.320 -0.431 -2.065
H 6.641 1.083 -2.773
O 1.939 -1.872 -1.817
C 2.494 -2.949 -1.582
O 3.470 -3.465 -2.337
C 4.007 -2.712 -3.462
C 5.368 -3.298 -3.682
C 2.033 -3.861 -0.452
H 4.084 -1.702 -3.059
H 3.308 -2.836 -4.289
H 5.888 -2.543 -4.271
H 5.303 -4.250 -4.209
H 5.939 -3.456 -2.767
H 2.863 -4.208 0.163
H 1.470 -4.707 -0.846
H 1.431 -3.262 0.231

Cartesian forces (eV/Å) of the 2 atoms listed first:
1.837 0.111 -2.382
-1.602 0.895 -0.017

Calculated values
Lowest unoccupied orbital energy (spin up / spin down) (Eh): -0.145 / -0.250
HOMO energy (spin up / spin down) (Eh): -0.45099 / -0.45098
Total charge: +1
⟨S²⟩: 0.759
Spin multiplicity: 2
Gap between HOMO and LUMO (spin up / spin down) (eV): 8.33 / 5.48

Atom charges from the Löwdin analysis, given in e for atoms 1 to 4: 0.7533 0.0540 -0.7081 0.0859

***

Entry 4:
Entry from the Open Molecules 2025 dataset: a 8-piece molecular cluster, C9H31INO7 overall in a non-equilibrium geometry (the ωB97M-V functional and the def2-TZVPD basis).

Atoms and positions in Å:
I -1.150 3.001 0.172
O -0.924 6.822 0.082
H -0.896 6.646 1.028
H -1.235 5.986 -0.303
O -2.145 5.256 -2.490
H -1.952 4.466 -1.957
H -1.308 5.458 -2.925
O -1.695 2.755 4.004
H -1.484 2.824 3.058
H -1.072 2.103 4.339
O 1.927 2.894 2.460
H 2.084 1.998 2.772
H 1.205 2.804 1.813
O 0.221 2.828 -3.411
H -0.112 2.826 -2.499
H 0.183 1.904 -3.679
O -3.274 0.317 1.603
H -2.780 1.081 1.253
H -2.744 -0.441 1.345
C 1.871 -0.375 -0.745
C 1.065 -1.528 -1.324
C 1.912 -2.811 -1.265
C 2.045 -3.416 0.135
C 0.622 -3.649 0.638
C -0.308 -2.425 0.666
N -0.192 -1.695 -0.599
O -1.058 -0.600 -0.732
C -1.741 -2.974 0.781
C 0.043 -1.536 1.881
C 0.785 -1.327 -2.795
H 1.277 0.544 -0.754
H 2.086 -0.555 0.313
H 2.829 -0.226 -1.243
H 1.573 -3.667 -1.857
H 2.924 -2.569 -1.602
H 2.620 -4.343 0.160
H 2.633 -2.745 0.775
H 0.589 -4.065 1.651
H 0.158 -4.408 0.004
H -1.831 -3.941 0.276
H -2.548 -2.370 0.370
H -1.973 -3.204 1.825
H -0.604 -1.839 2.706
H -0.087 -0.474 1.664
H 1.067 -1.620 2.254
H 0.139 -2.110 -3.202
H 0.259 -0.393 -3.025
H 1.673 -1.327 -3.431
H -0.675 0.120 -0.186

Cartesian forces (eV/Å) of the 2 atoms listed first:
0.229 -0.259 0.094
-0.085 -0.098 0.009

Calculated values
Lowest unoccupied orbital energy (Eh): 0.091
HOMO energy (Eh): -0.20920
Relative energy (zero: lowest compared OMol25 entry of this formula, charge and spin) (kcal/mol): 8.24
Total charge: -1
Gap between HOMO and LUMO (eV): 8.17

Atom charges from the natural (NBO) analysis, given in e for atoms 1 to 4: -0.9266 -0.9606 0.4644 0.4909

***

Entry 5:
Entry from the Open Molecules 2025 dataset: a 3-piece molecular cluster, C3H13NO3S overall in a non-equilibrium geometry (the ωB97M-V functional and the def2-TZVPD basis).

Atoms and positions in Å:
C 1.303 -0.455 -1.417
O 2.498 -1.225 -1.595
C 0.315 -1.079 -0.445
C -1.111 -0.608 -0.772
S -2.249 -1.319 0.491
N 0.648 -0.681 0.960
H 1.631 0.461 -0.977
H 0.902 -0.182 -2.404
H 2.238 -2.121 -1.841
H 0.323 -2.153 -0.343
H -1.514 -1.037 -1.684
H -1.155 0.470 -0.868
H -3.350 -0.845 -0.110
H 1.252 0.134 0.958
H 1.142 -1.415 1.445
H 1.264 2.445 2.682
H 1.005 3.931 2.484
O 1.342 3.151 2.031
H -1.249 2.159 0.447
H -0.181 3.094 0.342
O -0.755 2.595 -0.265

Cartesian forces (eV/Å) of the 2 atoms listed first:
0.534 -0.865 -0.713
-0.234 -0.069 0.183

Calculated values
Lowest unoccupied orbital energy (Eh): 0.016
HOMO energy (Eh): -0.32021
SMILES: N[C@H](CO)CS.O.O
Relative energy (zero: lowest compared OMol25 entry of this formula, charge and spin) (kcal/mol): 21.80
Gap between HOMO and LUMO (eV): 9.15

Atom charges from the natural (NBO) analysis, given in e for atoms 1 to 4: -0.0710 -0.7156 -0.1007 -0.5084

***

Entry 6:
Entry from the Open Molecules 2025 dataset: C35H76ClI2NO12S5 as an isolated structure in a non-equilibrium geometry (the ωB97M-V functional and the def2-TZVPD basis).

Atoms and positions in Å:
C 3.324 -2.531 1.767
C 2.708 -3.632 0.691
C 2.516 -2.959 -0.830
O 1.109 -3.070 -1.149
C 0.778 -2.638 -2.550
Cl 1.460 -4.050 -3.614
C 1.527 -1.296 -3.044
C 2.968 -1.565 -3.860
C 3.836 -0.138 -3.944
C 3.260 0.911 -5.064
C 4.409 2.120 -5.186
C 4.171 3.254 -4.021
C 4.929 2.890 -2.579
O 3.926 2.525 -1.525
C 4.597 2.277 -0.234
O -0.646 -2.756 -2.609
C -1.424 -1.975 -3.511
I -0.918 -2.080 -5.654
I -1.860 0.109 -2.826
C -2.955 -2.668 -3.464
N -3.717 -2.321 -2.204
C -5.226 -2.259 -2.478
C -5.802 -1.079 -1.452
C -6.833 -0.146 -2.347
C -5.981 0.880 -3.343
C -5.553 2.290 -2.560
O -5.527 2.112 -1.100
C -5.385 3.394 -0.389
C -4.012 4.319 -0.366
O -6.418 3.841 0.333
C -3.431 -3.271 -1.061
C -2.485 -2.556 0.118
O -3.222 -2.520 1.392
C -2.423 -1.926 2.480
C -0.772 -1.683 2.408
O -2.995 -1.561 3.656
H 3.191 -1.412 1.422
H 2.806 -2.726 2.825
H 4.481 -2.746 1.896
H 1.642 -3.924 1.086
H 3.380 -4.585 0.598
H 2.926 -1.845 -0.700
H 3.271 -3.533 -1.511
H 1.848 -0.600 -2.128
H 0.947 -0.582 -3.767
H 3.676 -2.310 -3.280
H 2.720 -1.888 -4.957
H 4.928 -0.458 -4.288
H 3.896 0.278 -2.852
H 2.213 1.391 -4.788
H 3.152 0.468 -6.144
H 4.504 2.549 -6.273
H 5.459 1.602 -4.952
H 3.008 3.241 -3.762
H 4.443 4.343 -4.384
H 5.731 2.051 -2.737
H 5.475 3.848 -2.162
H 5.535 2.959 -0.058
H 4.904 1.149 -0.059
H 3.799 2.561 0.606
H -2.735 -3.840 -3.503
H -3.542 -2.437 -4.467
H -5.489 -1.996 -3.589
H -5.785 -3.264 -2.218
H -4.862 -0.443 -1.094
H -6.303 -1.509 -0.485
H -7.447 -0.903 -3.031
H -7.517 0.486 -1.629
H -5.027 0.266 -3.696
H -6.688 1.088 -4.281
H -4.468 2.545 -2.933
H -6.324 3.102 -2.912
H -3.215 3.692 0.257
H -3.595 4.439 -1.458
H -4.181 5.329 0.201
H -2.949 -4.297 -1.382
H -4.443 -3.537 -0.520
H -1.496 -3.203 0.181
H -2.214 -1.448 -0.201
H -0.321 -2.761 2.181
H -0.547 -0.903 1.554
H -0.335 -1.347 3.451
C -9.106 -0.240 1.358
S -8.234 -1.723 1.917
O -8.234 -2.702 0.780
C -9.506 -2.252 3.090
H -8.508 0.243 0.581
H -10.081 -0.513 0.946
H -9.232 0.448 2.197
H -10.456 -2.399 2.570
H -9.618 -1.497 3.871
H -9.191 -3.196 3.542
C -1.334 -5.624 6.375
S -2.038 -5.476 4.716
O -1.094 -4.645 3.898
C -3.421 -4.413 5.197
H -0.424 -6.225 6.315
H -1.089 -4.634 6.767
H -2.051 -6.121 7.033
H -3.045 -3.499 5.663
H -4.068 -4.951 5.894
H -3.990 -4.156 4.301
C 0.572 5.500 1.727
S -0.979 6.426 1.634
O -2.045 5.477 1.172
C -0.502 7.442 0.215
H 0.491 4.766 2.533
H 0.754 4.982 0.783
H 1.394 6.186 1.944
H -0.252 6.802 -0.635
H 0.356 8.062 0.483
H -1.344 8.085 -0.051
C 8.372 4.836 2.054
S 6.821 5.762 1.961
O 5.755 4.813 1.499
C 7.298 6.777 0.542
H 8.291 4.102 2.860
H 8.554 4.318 1.110
H 9.194 5.522 2.271
H 7.548 6.137 -0.308
H 8.156 7.398 0.810
H 6.456 7.420 0.275
C 8.642 -2.785 3.638
S 6.985 -2.320 3.080
O 6.922 -0.822 3.051
C 6.126 -2.873 4.573
H 9.361 -2.495 2.869
H 8.880 -2.267 4.570
H 8.687 -3.866 3.787
H 6.523 -2.349 5.447
H 6.256 -3.951 4.691
H 5.063 -2.646 4.467

Cartesian forces (eV/Å) of the 2 atoms listed first:
0.417 -0.947 0.296
-0.654 0.877 -0.185

Calculated values
Lowest unoccupied orbital energy (Eh): -0.014
HOMO energy (Eh): -0.30877
Gap between HOMO and LUMO (eV): 8.02

Atom charges from the Löwdin analysis, given in e for atoms 1 to 4: -0.1279 -0.1752 -0.2289 -0.1610

***

Entry 7:
Entry from the Open Molecules 2025 dataset: one molecule with the formula C2H5NS in a non-equilibrium geometry (the ωB97M-V functional and the def2-TZVPD basis).

Atoms and positions in Å:
C -1.978 0.469 1.122
C 1.550 -0.571 -0.544
N -0.904 0.152 0.310
S 0.541 -0.148 0.934
H -2.781 1.031 0.513
H -1.968 0.479 2.196
H 1.953 -1.543 -0.362
H 2.273 0.050 -0.904
H 0.762 -0.675 -1.296

Cartesian forces (eV/Å) of the 2 atoms listed first:
2.874 0.359 -4.984
-3.516 -1.787 0.667

Calculated values
Lowest unoccupied orbital energy (Eh): 0.024
HOMO energy (Eh): -0.30492
SMILES: C=NSC
Relative energy (zero: lowest compared OMol25 entry of this formula, charge and spin) (kcal/mol): 45.08
Gap between HOMO and LUMO (eV): 8.95

Atom charges from the natural (NBO) analysis, given in e for atoms 1 to 4: -0.1564 -0.7382 -0.6116 0.4644

***

Entry 8:
Entry from the Open Molecules 2025 dataset: one molecule with the formula C4H5NO2 in a non-equilibrium geometry (the ωB97M-V functional and the def2-TZVPD basis).

Atoms and positions in Å:
O -1.875 -0.229 1.283
C -1.665 -0.201 0.093
C -0.534 0.584 -0.493
C 0.377 1.238 0.336
N 1.577 -0.053 0.384
C 1.270 -1.199 -0.122
O 0.322 -1.707 -0.745
H -2.296 -0.739 -0.632
H -0.477 0.673 -1.573
H 0.986 2.038 -0.080
H 0.101 1.336 1.385
H 2.214 -1.740 0.165

Cartesian forces (eV/Å) of the 2 atoms listed first:
0.098 0.084 -0.529
-0.082 -0.216 0.336

Calculated values
Lowest unoccupied orbital energy (spin up / spin down) (Eh): -0.071 / -0.071
HOMO energy (spin up / spin down) (Eh): -0.36783 / -0.36784
Relative energy (zero: lowest compared OMol25 entry of this formula, charge and spin) (kcal/mol): 97.04
Gap between HOMO and LUMO (spin up / spin down) (eV): 8.07 / 8.07

Atom charges from the natural (NBO) analysis, given in e for atoms 1 to 4: -0.4882 0.3718 -0.0115 -0.3513